Below is C4H8O3 as an isolated structure at a distorted geometry, with properties calculated with ωB97M-V/def2-TZVPD.

Properties
orbital gap: 9.41 eV
HOMO: -9.41 eV
LUMO: 0.0 eV
total charge: 0

CARTESIAN COORDINATES (ANGSTROEM)
C -1.3592 -0.6694 0.4998
C -0.1269 0.2267 0.8740
C 0.6962 1.0555 -0.7445
C 1.1067 -0.1307 0.1134
H -2.2324 0.4466 -0.8394
H -2.0438 -0.5902 1.3976
H -0.7974 -1.6792 0.4201
H 0.0762 0.2515 2.0754
H 1.3173 1.7860 -0.9519
H 0.1815 0.5418 -1.6825
H 1.9770 0.4520 0.6043
H 1.9754 -1.3912 -1.1568
O -1.8606 -0.4675 -0.8146
O -0.1855 1.6845 0.2801
O 1.2756 -1.5162 -0.0750

Atoms 1-6, force components in eV/Å:
C 2.260 -0.764 0.823
C -1.006 1.329 3.234
C -4.769 -3.777 -2.296
C 1.579 3.038 2.709
H 0.435 -0.920 -0.046
H 0.072 -0.348 -1.491

These are the Löwdin partial charges, in e, on atoms 1 to 4:
1 C -0.207
2 C -0.220
3 C -0.159
4 C -0.432

***

Below is one molecule with the formula C4H8O3 at a distorted geometry, with properties calculated with ωB97M-V/def2-TZVPD.

Properties
orbital gap: 10.90 eV
HOMO: -10.05 eV
LUMO: 0.8 eV
total charge: 0
SMILES string: OC[C@@]1(O)CCO1

CARTESIAN COORDINATES (ANGSTROEM)
O 2.5195 0.1676 1.0284
C 1.1251 0.3034 1.2111
C 0.1913 0.0345 -0.0184
O 1.0181 -0.0807 -1.1776
C -0.9919 -0.9636 0.2055
C -1.8731 0.2573 -0.0244
O -0.7422 1.1242 -0.0301
H 2.8439 -0.5239 0.4273
H 0.9730 1.3744 1.4461
H 0.7380 -0.3337 2.0292
H 1.4723 0.7649 -1.1665
H -1.2271 -1.8022 -0.4494
H -0.9647 -1.3151 1.2551
H -2.4343 0.2956 -0.9748
H -2.4855 0.4325 0.8512

Atoms 1-6, force components in eV/Å:
O 0.450 0.053 -0.052
C -0.389 -0.124 -0.246
C 0.999 -0.097 0.461
O -1.614 -0.115 0.737
C 0.392 -0.249 -0.169
C -0.285 -0.362 0.320

These are the Löwdin partial charges, in e, on atoms 1 to 4:
1 O -0.063
2 C -0.159
3 C -0.478
4 O 0.040

***

Below is one molecule with the formula C4H8O3 at a distorted geometry, with properties calculated with ωB97M-V/def2-TZVPD.

Properties
orbital gap: 11.11 eV
HOMO: -10.32 eV
LUMO: 0.8 eV
total charge: 0
SMILES string: COC(=O)[C@@H](C)O

CARTESIAN COORDINATES (ANGSTROEM)
C -1.4752 -1.3084 -1.1112
O -0.4933 -0.9733 -0.1681
C -0.5903 0.1671 0.5176
O -1.4940 0.9698 0.4888
C 0.7652 0.3523 1.0956
C 1.4852 0.5740 -0.3787
O 0.8229 1.3086 2.1277
H -2.2542 -1.8291 -0.5618
H -0.9798 -1.9748 -1.8206
H -1.8650 -0.4205 -1.6140
H 1.1242 -0.5816 1.5458
H 1.4869 -0.3190 -1.0407
H 2.5161 0.8677 -0.2464
H 0.9395 1.3231 -0.9802
H 0.0117 1.8440 2.1463

Atoms 1-6, force components in eV/Å:
C -0.460 -0.197 -0.198
O -0.366 -0.276 0.349
C -0.290 0.063 -0.087
O 0.239 -0.604 0.178
C 0.333 -0.169 -0.864
C 0.254 0.353 0.715

These are the Löwdin partial charges, in e, on atoms 1 to 4:
1 C -0.041
2 O -0.085
3 C -0.520
4 O 0.127

***

Below is one molecule with the formula C4H8O3, with properties calculated with ωB97M-V/def2-TZVPD.

Properties
orbital gap: 11.16 eV
HOMO: -10.36 eV
LUMO: 0.8 eV
total charge: 0
SMILES string: COC(=O)[C@@H](C)O

CARTESIAN COORDINATES (ANGSTROEM)
C 2.6084 -0.0491 0.1672
O 1.2679 0.4930 0.0749
C 0.3167 -0.4560 0.1140
O 0.5905 -1.6323 0.2060
C -1.1792 -0.0469 0.1942
C -1.8243 1.1218 -0.5453
O -1.9357 -1.2026 -0.1297
H 2.6497 -0.8194 0.9362
H 3.2919 0.7630 0.4165
H 2.9172 -0.5003 -0.7798
H -1.2714 0.2331 1.2668
H -1.1602 1.9754 -0.6150
H -2.7100 1.4045 0.0363
H -2.2172 0.8462 -1.5278
H -1.4903 -1.6537 -0.8786

Atoms 1-6, force components in eV/Å:
C 0.166 -0.035 0.033
O -0.245 -0.032 0.002
C 0.028 -0.606 0.052
O -0.005 0.510 -0.372
C 0.067 0.037 -0.163
C 0.114 0.263 0.038

These are the Löwdin partial charges, in e, on atoms 1 to 4:
1 C -0.037
2 O -0.022
3 C -0.435
4 O 0.101